{"formula": "HO4PS2", "method": "wB97M-V/def2-TZVPD", "orbital_gap_ev": 6.92, "symbols": ["O", "O", "O", "O", "P", "S", "S", "H"], "xyz": [[1.46238, -0.26249, -4.28143], [2.03987, 1.12433, -1.43941], [0.36356, -0.73192, -2.10792], [0.07733, 0.66179, 0.08029], [1.28417, -0.01204, -0.74728], [2.10708, -1.52735, 0.11568], [0.73142, 0.30913, -3.19633], [0.25244, 0.58985, 1.02540]], "lowdin_charge": [-0.320, -0.397, -0.499, -0.196, -0.037, 0.315, 1.061, 0.072]}

***

{"formula": "C4H6N2O", "method": "wB97M-V/def2-TZVPD", "orbital_gap_ev": 9.08, "smiles": "COc1cnc[nH]1", "symbols": ["C", "O", "C", "C", "N", "C", "N", "H", "H", "H", "H", "H", "H"], "xyz": [[1.86067, -0.19737, -1.16392], [0.93123, 0.75381, -0.67098], [-0.08884, 0.24710, 0.05073], [-0.50790, -1.00816, 0.40136], [-1.70440, -0.92500, 1.08837], [-1.98008, 0.34465, 1.16794], [-1.02943, 1.11517, 0.55179], [2.38420, -0.69526, -0.33925], [2.57773, 0.36383, -1.76606], [1.37452, -0.95444, -1.79359], [-0.02630, -1.96271, 0.24276], [-2.85185, 0.77724, 1.64182], [-0.94508, 2.11791, 0.61022]], "lowdin_charge": [-0.076, -0.066, -0.349, -0.110, 0.042, -0.219, 0.121, 0.097, 0.092, 0.097, 0.101, 0.113, 0.156]}

***

{"formula": "CH2S4", "method": "wB97M-V/def2-TZVPD", "orbital_gap_ev": [7.30, 7.30], "symbols": ["C", "S", "S", "S", "S", "H", "H"], "xyz": [[0.55485, -0.25036, -0.46961], [0.35866, 1.28416, -0.69674], [1.64832, -1.39400, -0.23401], [-2.68341, 0.12540, -0.47244], [-1.65956, -1.54074, -0.15798], [2.85258, -0.67363, -0.29192], [-2.92675, 0.55715, 0.68857]], "lowdin_charge": [-1.440, 0.674, 0.751, 0.211, 0.109, -0.063, -0.243]}

***

> Which formula does entry 3 have?

CH2S4